6 unconnected molecules or ions with the total composition C18H39O9P in a non-equilibrium geometry, computed with wB97M-V/def2-TZVPD.

XYZ file:
```
67
Properties=species:S:1:pos:R:3:forces:R:3:nbo_charge:R:1
P -31.124 34.430 49.105 -3.87 0.94 -6.77 2.51
O -31.150 35.435 50.311 0.87 -0.14 0.55 -0.81
O -30.033 33.188 48.997 -2.06 1.63 2.18 -0.77
O -27.922 37.022 54.277 1.11 0.35 -0.08 -0.51
O -31.438 35.185 47.735 2.31 -2.56 4.36 -1.09
O -39.403 38.785 56.432 -0.13 0.97 0.15 -0.53
O -33.242 39.965 51.682 0.17 -0.07 -0.90 -0.51
O -36.253 44.174 56.728 0.89 0.73 0.55 -0.53
O -32.464 33.597 49.431 0.95 -0.61 0.92 -0.84
O -36.657 37.122 49.745 0.20 -1.96 1.44 -0.55
C -29.381 38.001 55.940 -2.51 0.19 -0.88 -0.72
C -35.957 34.850 50.337 -1.33 2.40 1.91 -0.71
C -37.863 37.783 55.059 2.68 -0.64 -2.22 -0.72
C -38.417 38.950 55.753 0.12 -0.27 -0.04 0.57
C -34.323 38.054 52.796 -0.42 4.92 2.86 -0.73
C -33.052 39.987 54.030 1.65 -2.21 1.62 -0.73
C -29.017 37.386 54.587 -1.63 -0.51 2.35 0.58
C -37.773 36.275 51.573 0.41 -2.42 -3.95 -0.72
C -32.348 36.208 50.575 -1.86 0.55 -2.49 -0.26
C -30.187 37.009 53.819 -5.06 1.96 0.89 -0.71
C -36.118 41.849 56.829 2.83 5.01 -3.40 -0.67
C -34.045 43.233 57.423 -0.71 1.45 2.71 -0.74
C -36.794 36.147 50.510 0.44 2.13 -5.06 0.58
C -29.258 33.048 47.867 -0.80 -3.16 -3.41 -0.25
C -35.561 43.235 57.027 0.16 -1.04 -0.89 0.60
C -33.099 32.799 48.437 -1.89 -0.51 -0.03 -0.27
C -33.468 39.381 52.696 -0.80 -1.10 1.37 0.60
C -37.609 40.263 55.728 -3.57 -0.42 -1.83 -0.72
H -36.641 34.104 50.610 -0.79 -1.47 0.55 0.22
H -28.674 38.711 56.096 2.39 2.04 1.15 0.23
H -33.595 44.249 57.271 -0.61 -0.75 0.56 0.24
H -33.987 32.300 48.923 0.88 0.65 -0.13 0.18
H -33.535 39.434 54.905 0.65 0.71 -1.08 0.21
H -28.413 32.421 48.006 1.06 0.19 0.91 0.20
H -29.148 33.940 47.417 1.52 3.39 -1.14 0.20
H -35.433 35.118 51.304 1.09 -1.36 -1.27 0.23
H -37.943 40.704 56.680 -0.18 -1.23 -0.77 0.23
H -37.321 36.396 52.393 3.76 1.81 6.62 0.22
H -35.178 38.245 53.529 1.01 -0.66 -1.40 0.23
H -32.133 37.081 51.123 1.00 0.63 1.12 0.20
H -35.453 41.576 55.962 -0.96 -0.03 0.49 0.21
H -30.806 36.123 54.208 0.50 1.77 0.70 0.25
H -34.461 37.683 51.886 -2.28 -0.50 -4.50 0.23
H -37.130 41.684 56.705 -0.35 2.22 -0.23 0.22
H -32.556 31.915 48.004 0.22 1.38 0.28 0.20
H -38.046 41.007 54.917 0.66 -1.60 1.43 0.26
H -32.937 36.703 49.685 1.72 -1.50 0.79 0.23
H -29.871 36.501 53.042 1.72 -1.70 -4.81 0.23
H -33.369 40.988 54.030 -0.30 1.46 0.07 0.24
H -35.843 41.271 57.546 2.03 -3.95 4.79 0.20
H -38.271 35.440 51.820 -1.42 -4.14 0.32 0.22
H -35.557 34.571 49.357 0.69 0.93 0.60 0.26
H -38.571 36.843 51.490 -3.02 4.02 -1.17 0.24
H -36.828 37.603 55.505 -1.23 -0.08 -0.56 0.23
H -31.890 39.969 54.221 -2.24 0.00 -0.62 0.24
H -33.096 35.599 51.045 -0.01 -0.50 0.51 0.19
H -29.389 37.254 56.719 0.16 -0.28 0.15 0.24
H -37.684 37.941 53.957 0.17 0.60 0.96 0.23
H -36.528 40.263 55.531 -0.95 -0.96 0.27 0.24
H -30.380 38.587 55.999 1.39 -1.31 -0.51 0.21
H -33.314 42.555 57.012 -0.50 -0.70 -0.72 0.23
H -30.924 37.942 53.490 1.92 -2.53 0.98 0.21
H -34.070 42.917 58.576 0.21 1.05 -2.24 0.23
H -33.531 33.526 47.720 0.60 -0.83 -0.21 0.21
H -29.661 32.512 46.864 -0.62 0.51 2.55 0.16
H -33.743 37.268 53.032 2.51 -2.55 2.63 0.23
H -38.438 36.880 54.987 -0.55 -0.34 1.01 0.24
```
Forces are in eV/Å.

Properties
SMILES string = COP(=O)(OC)OC.CC(C)=O.CC(C)=O.CC(C)=O.CC(C)=O.CC(C)=O
relative energy (zero: lowest compared OMol25 entry of this formula, charge and spin) = 197.9 kJ/mol
HOMO energy = -9.6923 eV
total charge = 0

***

2 unconnected molecules or ions with the total composition Br2H2N2S in a non-equilibrium geometry, computed with wB97M-V/def2-TZVPD.

XYZ file:
```
7
Properties=species:S:1:pos:R:3:forces:R:3:nbo_charge:R:1
Br 0.301 0.154 1.461 -1.59 -0.50 0.35 0.14
Br 1.845 -1.007 -1.796 0.15 -0.82 -0.19 -0.30
S 1.940 1.168 -1.184 1.50 -0.84 0.94 0.95
N 0.951 1.964 -1.799 -1.59 1.69 -1.03 -0.66
N -1.419 -0.499 0.871 1.05 -0.61 -1.05 -0.85
H -2.195 -0.275 1.447 -0.31 1.37 1.21 0.36
H -1.423 -1.504 1.000 0.80 -0.29 -0.23 0.36
```
Forces are in eV/Å.

Properties
relative energy (zero: lowest compared OMol25 entry of this formula, charge and spin) = 27.1 kJ/mol
HOMO energy = -9.8714 eV
total charge = 0

***

A molecular structure, C24H19BF4N6OPt, computed with wB97M-V/def2-TZVPD.

XYZ file:
```
56
Properties=species:S:1:pos:R:3:forces:R:3:nbo_charge:R:1
Pt -1.133 1.212 1.844 0.37 0.12 0.00 0.86
F -3.231 -3.020 2.548 0.06 -0.02 -0.09 -0.56
F -1.633 -3.010 0.873 0.02 -0.08 -0.02 -0.59
F -3.838 -2.575 0.361 0.08 -0.04 0.04 -0.56
F -2.589 -1.046 1.547 -0.22 -0.32 -0.02 -0.61
O -4.241 2.824 3.822 -0.03 0.03 -0.09 -0.63
N -2.421 2.363 0.791 -0.18 0.08 -0.11 -0.43
N -2.265 1.782 3.318 -0.05 -0.03 0.20 -0.59
N -0.234 0.140 3.313 -0.12 -0.10 0.15 -0.45
N 0.049 0.577 0.271 0.15 -0.06 -0.20 -0.48
N 2.275 -1.970 -3.617 -0.15 -0.10 0.07 -0.54
N 3.483 -0.112 -3.399 0.05 0.11 0.03 -0.43
C 0.813 -0.684 3.191 0.08 0.01 -0.08 0.08
C -0.220 -0.593 -0.321 -0.14 -0.08 0.04 0.06
C 3.255 -2.051 -4.580 0.07 0.09 0.00 0.17
C 2.466 -0.790 -2.947 0.04 -0.04 -0.06 0.34
C -3.358 2.490 3.045 -0.06 0.02 0.12 0.61
C 1.616 -0.343 -1.842 -0.06 0.02 0.08 -0.02
C 0.667 -1.322 5.475 -0.03 -0.01 0.01 -0.13
C -4.439 3.598 1.057 -0.10 0.06 0.03 -0.20
C -2.457 2.604 -0.519 0.14 -0.03 -0.10 0.07
C 5.096 -0.630 -5.260 0.03 0.03 0.00 -0.18
C -3.460 3.354 -1.102 0.00 0.04 -0.04 -0.24
C 4.637 -2.749 -6.358 0.01 0.03 0.02 -0.20
C -4.467 3.865 -0.302 -0.01 -0.02 0.03 -0.14
C 1.889 0.873 -1.218 0.10 0.09 -0.03 -0.22
C 0.538 -1.076 -1.371 0.00 -0.10 -0.08 -0.23
C -3.408 2.845 1.573 -0.05 0.09 0.05 0.15
C 4.003 -0.874 -4.426 0.01 -0.09 -0.07 0.06
C -0.420 -0.481 5.601 -0.01 0.00 0.02 -0.23
C 5.398 -1.574 -6.217 0.01 -0.01 -0.01 -0.23
C -0.870 0.234 4.502 -0.01 0.03 -0.03 0.27
C 3.554 -3.009 -5.545 -0.02 -0.03 0.00 -0.26
C 1.094 1.294 -0.178 0.05 0.05 -0.02 0.05
C -2.094 1.107 4.582 0.00 0.00 -0.07 -0.27
C 1.293 -1.430 4.242 0.06 -0.03 0.01 -0.25
B -2.854 -2.454 1.337 -0.04 0.26 0.10 1.35
H 4.908 -3.464 -7.123 0.00 0.01 0.00 0.22
H -5.198 3.943 1.745 0.01 0.00 -0.01 0.26
H -1.656 2.180 -1.109 0.01 -0.01 0.02 0.21
H 6.239 -1.413 -6.879 -0.01 0.00 0.00 0.22
H -5.266 4.452 -0.735 0.00 0.00 0.02 0.23
H 1.557 -2.650 -3.441 0.01 0.00 0.00 0.42
H 0.259 -2.032 -1.796 -0.04 0.01 0.06 0.23
H -2.960 0.470 4.795 0.00 -0.01 0.01 0.24
H 1.268 -0.738 2.212 -0.02 0.01 -0.01 0.21
H 5.679 0.275 -5.149 -0.01 -0.01 0.00 0.22
H 1.276 2.231 0.330 0.01 0.01 0.01 0.22
H -1.055 -1.155 0.078 0.02 0.00 -0.01 0.29
H 2.139 -2.085 4.091 -0.02 0.00 -0.01 0.23
H -0.943 -0.378 6.541 -0.01 -0.02 -0.01 0.23
H 2.725 1.468 -1.559 -0.03 0.02 0.03 0.26
H -3.445 3.529 -2.168 0.01 -0.03 0.00 0.23
H 1.016 -1.898 6.322 0.00 0.02 -0.01 0.23
H -2.007 1.810 5.415 0.04 0.02 0.01 0.22
H 2.971 -3.915 -5.657 0.00 0.01 0.01 0.22
```
Forces are in eV/Å.

Properties
relative energy (zero: lowest compared OMol25 entry of this formula, charge and spin) = 0.0 kJ/mol
HOMO energy = -8.5480 eV
total charge = 0

***

A molecular structure, C6H10AgO6 in a non-equilibrium geometry, computed with wB97M-V/def2-TZVPD.

XYZ file:
```
23
Properties=species:S:1:pos:R:3:forces:R:3:nbo_charge:R:1
Ag 4.683 1.193 -0.093 0.04 -0.27 0.21 0.96
O 3.829 -0.992 0.258 3.28 0.46 -0.98 -0.80
O 2.056 -1.877 -0.176 -0.53 -1.87 -1.03 -0.64
O -4.249 0.681 -0.594 -0.09 0.45 0.10 -0.67
O 2.423 0.283 -0.757 0.82 -0.27 -2.36 -0.52
O -2.420 0.285 0.471 0.76 0.70 0.24 -0.51
O -3.567 -1.456 -0.389 0.26 0.54 0.18 -0.63
C 0.344 1.283 -0.015 -0.07 0.12 0.05 -0.44
C -1.275 -0.527 0.784 -0.39 -0.31 0.03 -0.07
C -3.423 -0.274 -0.176 -0.52 -1.32 -0.61 0.98
C 1.042 0.543 -1.136 -0.60 0.28 -0.71 -0.08
C 2.842 -0.959 -0.575 -2.10 1.12 7.37 0.99
C -0.145 0.414 1.146 0.11 -0.02 0.29 -0.42
H 1.017 2.062 0.369 -0.11 -0.07 -0.14 0.22
H -4.997 0.270 -1.049 0.06 -0.16 0.06 0.51
H 3.015 -2.031 0.750 -0.93 0.65 -2.59 0.59
H -1.036 -1.155 -0.084 -0.09 0.03 0.19 0.19
H 0.675 -0.194 1.555 -0.11 0.12 -0.11 0.21
H 0.569 -0.415 -1.379 0.12 0.24 -0.02 0.22
H 1.131 1.174 -2.027 -0.22 -0.27 0.13 0.21
H -0.475 1.070 1.963 0.04 -0.15 -0.20 0.24
H -0.507 1.809 -0.469 0.14 -0.11 0.13 0.25
H -1.532 -1.186 1.624 0.13 0.12 -0.24 0.21
```
Forces are in eV/Å.

Properties
relative energy (zero: lowest compared OMol25 entry of this formula, charge and spin) = 259.5 kJ/mol
HOMO energy = -13.1370 eV
total charge = +1